{
  "formula": "C9H14",
  "method": "wB97M-V/def2-TZVPD",
  "symbols": ["C", "C", "C", "C", "C", "C", "C", "H", "H", "H", "H", "H", "H", "H", "H", "C", "C", "H", "H", "H", "H", "H", "H"],
  "xyz": [[0.934, -1.517, 1.908], [1.126, -1.049, 0.500], [1.437, 0.280, 0.195], [1.740, 0.639, -1.094], [1.687, -0.302, -2.130], [1.184, -1.581, -1.854], [1.003, -1.973, -0.540], [-0.147, -1.707, 2.027], [1.072, -0.792, 2.705], [1.477, -2.434, 2.132], [1.400, 0.970, 1.029], [2.125, 1.625, -1.318], [2.104, -0.066, -3.091], [0.795, -2.168, -2.684], [0.616, -2.965, -0.330], [-2.440, 1.786, -0.403], [-2.211, 1.378, 1.033], [-3.332, 2.425, -0.437], [-1.739, 2.540, -0.779], [-2.440, 0.999, -1.162], [-2.434, 2.265, 1.652], [-2.783, 0.502, 1.353], [-1.175, 1.146, 1.286]],
  "charge": 0,
  "smiles": "Cc1ccccc1.CC",
  "e_tot_ev": -9559.5632,
  "multiplicity": 1,
  "homo_ev": -8.861,
  "homo_lumo_gap_ev": 9.87
}

=====

{
  "formula": "C3H6N4",
  "method": "wB97M-V/def2-TZVPD",
  "symbols": ["C", "C", "C", "N", "N", "N", "N", "H", "H", "H", "H", "H", "H"],
  "xyz": [[-1.200, 1.041, 1.972], [0.856, -1.731, -0.627], [-0.792, 0.345, 0.916], [-0.023, 1.169, -0.093], [0.812, 1.276, -2.098], [0.371, -0.904, -1.427], [0.398, 0.491, -1.161], [-1.707, 0.394, 2.754], [-0.987, 2.164, 2.171], [0.793, -2.752, -0.787], [1.068, -1.475, 0.404], [-0.719, -0.694, 0.810], [1.131, 0.677, -2.834]],
  "charge": 0,
  "e_tot_ev": -9162.7591,
  "multiplicity": 1,
  "homo_ev": -8.028,
  "homo_lumo_gap_ev": 7.66
}

=====

{
  "formula": "C9H13N3O2",
  "method": "wB97M-V/def2-TZVPD",
  "symbols": ["C", "C", "C", "C", "C", "C", "C", "C", "C", "N", "N", "N", "O", "O", "H", "H", "H", "H", "H", "H", "H", "H", "H", "H", "H", "H", "H"],
  "xyz": [[-4.011, 0.976, 1.011], [-2.796, -1.872, -0.324], [-1.321, 0.210, -0.877], [1.177, 0.993, 0.773], [1.444, -1.487, 0.741], [1.773, -0.080, -1.376], [-3.119, 0.126, 1.591], [-2.713, -0.536, -0.775], [0.987, -0.285, -0.047], [-4.589, 1.621, 0.211], [-2.711, -2.985, -0.079], [-3.724, 0.093, -1.379], [-1.271, 1.295, -1.378], [-0.367, -0.564, -0.293], [0.387, 1.694, 0.431], [1.034, 0.760, 1.907], [2.185, 1.403, 0.650], [1.293, -2.461, 0.231], [0.725, -1.553, 1.667], [2.437, -1.397, 1.154], [1.399, 0.667, -1.975], [2.886, -0.247, -1.299], [1.406, -0.883, -2.055], [-2.178, 0.443, 1.831], [-3.357, -0.737, 2.122], [-4.821, -0.150, -1.162], [-3.586, 1.031, -1.764]],
  "charge": 0,
  "e_tot_ev": -18105.3188,
  "multiplicity": 1,
  "homo_ev": [-8.518, -8.526],
  "homo_lumo_gap_ev": [7.71, 7.72]
}

=====

{
  "formula": "C38H85N5O6",
  "method": "wB97M-V/def2-TZVPD",
  "symbols": ["C", "C", "C", "O", "C", "N", "H", "H", "H", "H", "H", "H", "H", "H", "H", "H", "H", "C", "C", "C", "O", "C", "N", "H", "H", "H", "H", "H", "H", "H", "H", "H", "H", "H", "C", "C", "C", "C", "C", "C", "N", "O", "C", "C", "C", "H", "H", "H", "H", "H", "H", "H", "H", "H", "H", "H", "H", "H", "H", "H", "H", "H", "H", "H", "C", "C", "C", "C", "C", "C", "N", "O", "C", "C", "C", "H", "H", "H", "H", "H", "H", "H", "H", "H", "H", "H", "H", "H", "H", "H", "H", "H", "H", "H", "C", "C", "C", "C", "C", "C", "N", "O", "C", "C", "C", "H", "H", "H", "H", "H", "H", "H", "H", "H", "H", "H", "H", "H", "H", "H", "H", "H", "H", "H", "C", "C", "O", "C", "H", "H", "H", "H", "H", "H"],
  "xyz": [[-4.091, 2.768, -2.001], [-4.251, 2.152, -3.394], [-3.538, 0.783, -3.654], [-2.139, 0.845, -3.836], [-1.489, -0.384, -3.985], [-5.677, 2.026, -3.735], [-4.354, 2.062, -1.213], [-4.653, 3.691, -1.860], [-3.079, 3.175, -2.013], [-3.864, 2.886, -4.100], [-4.031, 0.278, -4.485], [-3.686, 0.105, -2.814], [-1.532, -0.974, -3.069], [-0.430, -0.149, -4.096], [-1.943, -1.004, -4.757], [-5.771, 2.046, -4.741], [-6.124, 2.898, -3.493], [0.775, -6.911, 3.501], [-0.738, -6.816, 3.324], [-1.178, -5.590, 2.395], [-0.463, -5.432, 1.150], [-0.507, -4.062, 0.661], [-1.133, -8.069, 2.794], [1.218, -6.008, 3.921], [1.332, -7.062, 2.576], [1.124, -7.760, 4.089], [-1.323, -6.618, 4.222], [-1.030, -4.657, 2.940], [-2.264, -5.554, 2.301], [0.235, -3.394, 1.098], [-1.481, -3.583, 0.754], [-0.224, -4.058, -0.391], [-0.727, -8.207, 1.879], [-2.141, -8.028, 2.750], [-5.943, 4.506, 3.161], [-6.088, 3.017, 3.172], [-6.056, 2.521, 1.670], [-5.661, 1.108, 1.423], [-4.363, 0.777, 2.123], [-4.405, 1.046, 3.584], [-4.938, 2.415, 3.878], [-4.738, 2.787, 5.175], [-5.216, -0.079, 4.226], [-2.875, 1.031, 3.945], [-7.430, 2.618, 3.838], [-5.199, 4.839, 2.437], [-5.621, 4.900, 4.125], [-6.897, 5.019, 3.044], [-6.967, 2.795, 1.138], [-5.449, 3.067, 0.948], [-5.531, 0.914, 0.359], [-6.424, 0.445, 1.833], [-3.523, 1.287, 1.650], [-4.158, -0.280, 1.955], [-4.765, -1.071, 4.259], [-5.377, 0.193, 5.269], [-6.193, -0.184, 3.754], [-2.321, 1.907, 3.609], [-2.894, 0.764, 5.002], [-2.361, 0.206, 3.451], [-7.427, 3.124, 4.804], [-7.547, 1.544, 3.981], [-8.152, 2.914, 3.076], [-3.926, 3.294, 5.118], [3.691, -4.482, -0.284], [4.203, -3.539, -1.361], [4.187, -2.094, -0.805], [5.191, -1.860, 0.275], [6.563, -2.224, -0.346], [6.728, -3.662, -0.893], [5.564, -3.956, -1.800], [5.665, -5.248, -2.209], [8.041, -3.643, -1.784], [6.900, -4.642, 0.295], [3.280, -3.525, -2.583], [3.960, -4.158, 0.721], [3.870, -5.555, -0.350], [2.628, -4.245, -0.299], [4.196, -1.302, -1.553], [3.215, -1.924, -0.341], [5.047, -2.402, 1.210], [5.121, -0.791, 0.475], [7.294, -1.852, 0.371], [6.617, -1.573, -1.219], [9.005, -3.512, -1.293], [8.128, -4.623, -2.254], [7.901, -2.960, -2.622], [6.019, -4.625, 0.937], [7.020, -5.649, -0.105], [7.749, -4.430, 0.945], [3.689, -2.820, -3.307], [2.289, -3.170, -2.300], [3.161, -4.496, -3.064], [5.832, -5.159, -3.150], [3.841, 4.173, -0.088], [3.611, 4.749, -1.562], [3.822, 3.493, -2.506], [2.722, 2.491, -2.589], [1.425, 3.186, -3.069], [1.102, 4.373, -2.108], [2.271, 5.256, -1.851], [2.022, 6.285, -0.967], [-0.100, 5.093, -2.814], [0.462, 3.775, -0.748], [4.732, 5.730, -2.009], [3.234, 4.822, 0.543], [4.857, 4.129, 0.304], [3.300, 3.231, -0.005], [4.123, 3.694, -3.534], [4.604, 2.836, -2.125], [2.647, 2.016, -1.611], [3.111, 1.727, -3.262], [0.664, 2.406, -3.069], [1.435, 3.502, -4.112], [0.232, 5.417, -3.801], [-0.925, 4.420, -3.047], [-0.396, 5.921, -2.171], [-0.226, 2.959, -0.967], [1.338, 3.343, -0.264], [-0.024, 4.449, -0.043], [5.650, 5.165, -1.850], [4.746, 6.695, -1.502], [4.569, 5.963, -3.061], [2.008, 7.081, -1.503], [0.185, -0.425, 1.554], [-0.285, -0.502, 0.136], [0.597, -0.665, -0.775], [-1.651, -0.137, -0.311], [0.289, 0.618, 1.855], [1.139, -0.897, 1.789], [-0.599, -0.771, 2.228], [-1.487, 0.515, -1.169], [-2.060, 0.269, 0.615], [-2.116, -1.091, -0.560]],
  "charge": 1,
  "e_tot_ev": -60504.3125,
  "multiplicity": 2,
  "homo_ev": [-9.302, -9.302],
  "homo_lumo_gap_ev": [6.47, 2.35]
}